(1)
The following is a DFT calculation (the ωB97M-V functional and the def2-TZVPD basis) of a structure of composition C38H30ClIN2O7SiTi.

The geometry in XYZ format:
```
81
Properties=species:S:1:pos:R:3:forces:R:3
Ti 0.896 -1.138 0.317 0.22 -0.19 -0.39
Cl -2.664 -5.793 3.997 -0.01 -0.01 0.01
C -1.634 -4.476 3.475 -0.02 -0.02 0.02
C -1.036 -3.693 4.437 0.01 0.04 -0.01
C -0.203 -2.634 4.066 -0.13 -0.18 -0.16
I 0.678 -1.423 5.497 0.02 0.03 0.08
C 0.015 -2.379 2.719 0.08 0.09 0.00
O 0.776 -1.426 2.225 0.15 0.12 0.19
C -0.619 -3.177 1.751 -0.10 -0.04 0.12
N -0.354 -2.775 0.457 -0.07 -0.09 0.09
C -0.894 -3.541 -0.537 -0.01 0.08 -0.13
C -1.710 -4.618 -0.271 -0.04 -0.06 -0.03
C -2.028 -4.999 1.030 0.02 0.04 -0.04
C -1.455 -4.256 2.091 0.01 0.05 0.09
H -1.214 -3.897 5.483 -0.01 -0.03 -0.01
H -0.644 -3.231 -1.542 -0.05 -0.06 0.02
H -2.107 -5.170 -1.113 -0.01 -0.01 -0.01
H -2.676 -5.837 1.239 0.00 -0.01 -0.03
O 0.767 0.746 -2.127 -0.06 -0.13 -0.16
C 0.782 -0.431 -2.471 -0.01 0.03 -0.06
O 0.769 -1.412 -1.597 -0.07 -0.06 0.26
C 0.772 -0.846 -3.906 -0.13 0.30 0.03
C 0.148 0.022 -4.814 0.12 -0.05 0.00
C 0.101 -0.339 -6.156 -0.03 0.07 0.04
C 0.677 -1.510 -6.601 0.04 -0.11 -0.07
C 1.319 -2.372 -5.689 0.02 -0.06 -0.01
C 1.347 -2.032 -4.321 -0.07 -0.07 -0.04
N 1.902 -3.546 -6.138 -0.10 0.24 0.06
O 2.480 -4.310 -5.307 0.14 -0.19 0.29
O 1.841 -3.825 -7.380 -0.04 -0.04 -0.33
H -0.288 0.942 -4.454 -0.03 0.04 0.04
H -0.396 0.308 -6.870 -0.02 0.03 -0.01
H 0.653 -1.804 -7.639 0.00 0.00 -0.01
H 1.815 -2.710 -3.624 0.03 0.00 0.02
C 1.625 5.847 1.626 -0.06 0.07 0.00
C 2.106 4.443 1.384 0.01 -0.06 -0.03
C 2.158 3.525 2.422 0.00 -0.01 -0.03
C 2.609 2.224 2.224 -0.04 0.07 0.00
C 2.593 1.236 3.352 0.07 -0.04 0.15
C 3.033 1.856 0.952 0.16 -0.07 -0.14
C 2.999 2.756 -0.113 -0.05 0.04 0.06
C 3.450 2.339 -1.480 0.10 -0.02 -0.12
C 2.522 4.039 0.121 0.03 0.00 0.04
C 3.542 0.455 0.720 0.16 -0.26 0.21
O 4.702 0.140 0.873 -0.13 0.22 -0.08
O 2.607 -0.401 0.372 0.08 0.26 0.07
H 0.901 5.878 2.441 -0.01 0.00 0.01
H 1.148 6.260 0.736 0.00 0.00 -0.01
H 2.451 6.509 1.894 0.02 0.01 0.00
H 1.825 3.817 3.412 -0.03 0.01 0.05
H 2.590 1.755 4.312 0.00 -0.01 0.02
H 3.454 0.567 3.322 0.00 0.04 -0.01
H 1.703 0.608 3.315 -0.07 -0.01 -0.07
H 2.876 1.484 -1.833 -0.02 0.00 0.01
H 4.506 2.060 -1.477 0.00 0.02 0.03
H 3.304 3.148 -2.196 0.03 0.00 -0.01
H 2.468 4.735 -0.709 0.00 0.04 -0.03
C -2.536 1.289 4.673 -0.06 -0.03 0.09
C -2.710 0.126 3.935 -0.01 -0.03 0.01
C -2.164 0.025 2.666 -0.01 -0.11 -0.06
C -1.438 1.072 2.095 -0.01 0.05 -0.15
C -1.283 2.232 2.853 0.05 0.00 0.01
C -1.821 2.342 4.129 0.03 0.08 0.01
Si -0.638 0.905 0.374 -0.10 -0.10 0.05
C -2.037 0.710 -0.888 0.07 0.13 0.07
C -2.782 -0.464 -0.984 0.00 -0.11 0.07
C -3.799 -0.601 -1.918 -0.02 -0.04 0.01
C -4.090 0.440 -2.784 -0.07 -0.04 -0.07
C -3.356 1.614 -2.713 0.01 0.06 -0.01
C -2.341 1.743 -1.777 0.02 -0.01 -0.02
H -2.946 1.366 5.673 -0.01 0.00 0.02
H -3.253 -0.712 4.355 -0.02 -0.03 0.02
H -2.295 -0.903 2.116 0.00 0.02 -0.01
H -0.719 3.059 2.442 0.05 0.06 -0.04
H -1.675 3.252 4.700 0.00 0.02 0.01
H -0.007 2.233 0.147 -0.04 -0.03 0.02
H -2.553 -1.304 -0.335 -0.01 0.03 0.00
H -4.352 -1.530 -1.976 -0.01 -0.03 -0.01
H -4.870 0.330 -3.528 -0.01 0.00 0.01
H -3.566 2.427 -3.397 0.01 0.01 -0.02
H -1.754 2.652 -1.752 0.03 0.06 0.02
```
Forces are in eV/Å.

Computed properties:
- relative energy (zero: lowest compared OMol25 entry of this formula, charge and spin) (eV) = 0.2857
- gap between HOMO and LUMO (alpha / beta) (eV) = 3.58 / 6.70
- net charge = -2
- multiplicity = 3

(2)
The following is a DFT calculation (the ωB97M-V functional and the def2-TZVPD basis) of a structure of composition C48H41CeNO9P4S3.

The geometry in XYZ format:
```
107
Properties=species:S:1:pos:R:3:forces:R:3
Ce 1.114 1.824 -0.226 -0.09 0.01 0.24
C 3.554 -0.244 -0.855 -2.50 -1.37 0.70
C 3.869 0.100 0.552 1.05 0.81 0.29
C 5.091 -0.413 1.082 -0.99 -0.18 -0.43
C 5.362 -0.220 2.384 2.02 -0.82 0.15
C 4.488 0.496 3.203 -0.87 0.91 0.38
C 4.642 0.574 4.593 -1.06 1.20 0.82
C 3.708 1.246 5.397 2.13 -2.07 -0.38
C 2.602 1.800 4.809 -1.05 0.92 1.16
C 2.405 1.814 3.473 0.05 -0.51 -3.63
S 0.970 2.479 2.656 0.53 0.07 0.51
C 3.383 1.128 2.624 -1.56 -0.25 -1.26
N 3.084 0.912 1.226 0.44 -0.17 1.87
H 4.235 -0.911 -1.343 0.45 -0.47 0.06
H 3.419 0.554 -1.518 0.10 1.61 -0.77
H 2.520 -0.741 -0.844 1.25 0.25 -0.19
H 5.639 -1.027 0.387 0.52 -0.04 0.27
H 6.300 -0.625 2.834 -0.86 0.24 -0.35
H 5.509 0.133 4.994 0.89 -0.55 0.70
H 3.809 1.181 6.484 0.01 0.30 -0.35
H 1.863 2.245 5.465 -0.17 0.12 -0.18
O 3.129 0.755 -3.884 -0.38 0.33 1.14
P 1.913 1.807 -3.802 -0.75 1.06 -0.43
O 1.125 1.955 -5.036 0.65 -0.30 0.00
O 1.224 1.371 -2.540 -0.54 -0.22 1.42
O 2.574 3.274 -3.481 -0.11 -0.95 -0.23
P 3.312 3.847 -2.193 1.49 -0.15 0.23
O 4.787 3.182 -2.316 1.32 0.09 -0.04
O 3.427 5.296 -2.266 -0.37 0.71 0.22
O 2.721 3.143 -0.957 -0.03 0.45 -0.35
H 3.440 0.696 -4.763 0.68 -0.10 -1.61
H 5.597 3.764 -2.353 -1.96 -0.59 0.07
O 0.550 -1.785 -2.136 -0.08 0.82 0.57
C -0.209 -1.122 -3.084 -0.25 0.00 0.47
C 0.233 -1.245 -4.366 0.56 -0.11 -0.49
C -0.463 -0.574 -5.359 -0.90 -0.18 2.25
C -1.666 0.081 -4.998 1.24 -0.34 -2.53
C -2.097 0.145 -3.704 -1.08 0.90 -0.22
C -1.346 -0.419 -2.709 0.48 -0.26 1.32
P -1.762 -0.263 -0.909 0.94 0.09 -0.35
C -1.833 1.524 -0.536 0.04 1.17 0.58
C -1.668 1.843 0.802 -0.35 -1.78 -0.76
C -1.963 3.015 1.561 -1.74 0.61 -0.71
C -2.893 3.972 1.202 1.08 -0.14 0.94
C -2.769 3.809 -1.290 -0.15 2.02 -0.28
C -1.998 2.632 -1.524 -0.59 -2.40 -1.97
C -3.428 -0.955 -0.947 0.20 0.18 0.19
C -3.589 -2.282 -1.388 -2.10 1.72 1.17
C -4.872 -2.778 -1.361 -1.36 0.21 -0.48
C -5.971 -1.958 -0.965 -0.15 -1.27 -0.76
C -5.770 -0.650 -0.518 0.13 -2.72 -0.75
C -4.486 -0.183 -0.476 0.72 0.46 -0.36
C -0.135 -2.775 -1.518 1.25 -1.10 1.66
C -0.739 -3.742 -2.258 -1.36 -1.81 -1.29
C -1.225 -4.957 -1.716 0.03 0.59 -0.31
C -0.976 -5.196 -0.388 0.17 0.15 1.05
C -0.389 -4.209 0.414 0.29 0.95 -1.15
C 0.019 -2.974 -0.135 -0.10 -0.20 0.65
P 0.699 -1.620 0.960 -0.27 0.18 0.01
C -0.566 -1.492 2.313 -1.00 -0.80 -1.08
C -0.461 -0.559 3.316 0.66 0.11 -0.10
C -1.566 -0.251 4.068 -0.23 1.69 1.86
C -2.857 -0.738 3.847 1.05 0.62 -0.62
C -3.001 -1.598 2.766 -0.36 -0.44 1.11
C -1.869 -2.021 2.105 0.93 0.69 0.31
C 2.211 -2.453 1.614 -0.43 0.42 0.51
C 2.866 -3.251 0.722 2.38 -1.78 1.42
C 4.043 -4.003 1.105 -1.97 1.35 -0.52
C 4.459 -3.928 2.402 -0.76 1.20 1.05
C 3.839 -3.060 3.335 -0.77 -0.47 -1.61
C 2.765 -2.301 2.895 0.36 -0.08 0.63
H 1.151 -1.849 -4.484 -0.57 0.56 -0.34
H -0.033 -0.579 -6.309 0.08 0.21 -1.61
H -2.170 0.528 -5.859 -0.25 0.17 0.66
H -2.999 0.726 -3.450 0.35 -0.57 -0.22
H -1.371 0.940 1.353 -0.09 0.41 0.48
H -1.749 2.965 2.610 0.41 0.01 0.24
H -3.132 4.691 2.008 -0.17 -0.43 -0.72
H -3.051 4.301 -2.220 -0.59 -0.23 0.26
H -2.131 2.261 -2.582 0.58 0.51 1.31
H -2.861 -2.921 -1.748 1.63 -0.63 -0.54
H -5.021 -3.766 -1.826 -0.25 0.45 0.55
H -7.007 -2.368 -1.136 1.16 0.53 0.47
H -6.637 -0.129 -0.276 -0.98 1.36 0.54
H -4.311 0.851 -0.208 0.02 0.07 0.22
H -0.863 -3.545 -3.316 -0.03 -0.09 -0.08
H -1.829 -5.719 -2.253 0.79 0.84 -0.07
H -1.255 -6.142 0.055 -0.13 -0.04 0.10
H -0.227 -4.318 1.467 -0.05 -0.42 0.41
H 0.431 0.042 3.478 -0.04 -0.35 -0.04
H -1.322 0.538 4.829 -0.84 -0.82 -0.53
H -3.703 -0.347 4.388 -0.06 -0.07 0.19
H -3.985 -2.028 2.553 0.43 0.16 -0.22
H -1.995 -2.766 1.393 -0.26 -0.99 -1.37
H 2.424 -3.497 -0.188 -0.49 -0.07 -1.65
H 4.498 -4.651 0.379 0.19 -0.18 -0.08
H 5.237 -4.506 2.775 1.44 -1.13 0.31
H 4.059 -3.053 4.394 0.48 0.10 -0.10
H 2.418 -1.608 3.639 -0.80 0.30 -0.04
C -4.638 6.270 -0.993 -0.31 -1.12 -2.77
O -3.741 5.715 -0.121 0.84 -1.93 1.44
C -3.574 4.228 -0.093 -0.08 0.78 0.55
S -5.115 3.272 0.048 0.42 0.42 -0.23
S -0.887 4.081 -1.406 0.46 0.14 0.04
H -5.699 5.902 -0.959 0.95 0.01 0.25
H -4.227 6.088 -2.058 -0.97 0.49 1.04
H -4.613 7.317 -0.808 -0.08 0.95 0.09
```
Forces are in eV/Å.

Computed properties:
- gap between HOMO and LUMO (alpha / beta) (eV) = 6.29 / 6.31
- net charge = -1
- multiplicity = 2

(3)
The following is a DFT calculation (the ωB97M-V functional and the def2-TZVPD basis) of a cluster of 2 separate species, C4H12O in total.

The geometry in XYZ format:
```
17
Properties=species:S:1:pos:R:3:forces:R:3
C 2.270 0.876 1.636 -0.90 0.38 -0.57
C 1.097 0.652 0.660 1.79 2.00 -0.22
O 0.886 1.875 -0.083 -0.40 0.62 -0.38
H 1.975 1.660 2.337 0.22 -0.02 0.11
H 3.080 1.231 0.999 0.27 0.04 0.26
H 2.601 0.004 2.179 -0.05 -0.33 0.10
H 1.464 -0.019 -0.115 -0.81 -0.84 0.34
H 0.138 0.514 1.137 0.03 -0.95 0.04
H 1.505 2.611 0.063 -0.07 -0.87 0.35
C -1.852 -1.869 -1.419 0.32 0.48 -1.03
C -1.896 -0.502 -0.739 0.02 0.25 -0.64
H -2.745 -2.427 -1.154 0.24 -0.42 0.30
H -1.872 -1.806 -2.513 -0.19 0.29 0.05
H -0.916 -2.396 -1.238 -0.21 -0.25 0.45
H -2.915 -0.119 -0.804 -0.11 -0.13 0.73
H -1.340 0.319 -1.202 0.44 -0.46 -0.28
H -1.479 -0.605 0.257 -0.60 0.20 0.37
```
Forces are in eV/Å.

Computed properties:
- relative energy (zero: lowest compared OMol25 entry of this formula, charge and spin) (eV) = 0.9184
- gap between HOMO and LUMO (eV) = 11.33